# 1
Density functional theory data (the ωB97M-V functional and the def2-TZVPD basis) for a molecular structure, C11H22N2O2Si2 at a distorted geometry.

```
! wB97M-V def2-TZVPD RIJCOSX def2/J DEFGRID3
* xyz 0 1
N -0.34 -0.96 -2.18
N 0.62 -0.13 -0.19
O -0.11 1.34 -1.92
O 1.25 -1.75 1.55
C 0.17 0.02 -1.43
C -0.30 -2.18 -1.73
C 0.71 -1.38 0.29
C 0.25 -2.50 -0.50
C 0.43 -3.92 0.03
C -2.19 2.04 -3.91
C -1.80 3.56 -1.46
C -2.84 0.60 -1.06
C 2.81 -1.12 3.69
C 2.92 0.69 1.35
C 0.31 0.49 3.18
Si -1.74 1.75 -2.07
Si 1.73 -0.41 2.37
H -0.64 -3.01 -2.36
H -0.46 -4.30 0.51
H 0.65 -4.55 -0.83
H 1.18 -4.08 0.76
H -3.26 2.14 -4.04
H -1.79 1.17 -4.42
H -1.70 2.87 -4.32
H -2.59 4.21 -1.77
H -0.91 4.13 -1.66
H -2.02 3.41 -0.41
H -2.22 0.38 -0.17
H -2.86 -0.34 -1.55
H -3.79 1.10 -0.92
H 3.22 -0.25 4.16
H 2.45 -1.86 4.32
H 3.52 -1.65 3.14
H 2.52 1.64 1.64
H 3.98 0.59 1.57
H 2.68 0.63 0.30
H 0.26 1.46 2.80
H -0.55 -0.15 2.99
H 0.43 0.30 4.23
*
```

Output
LUMO level: 0.023 Ha
HOMO: -9.38 eV
relative energy (zero: lowest compared OMol25 entry of this formula, charge and spin): 35.90 kcal per mole

***

# 2
Density functional theory data (the ωB97M-V functional and the def2-TZVPD basis) for C11H22N2O3 in the gas phase at a distorted geometry.

```
! wB97M-V def2-TZVPD RIJCOSX def2/J DEFGRID3
* xyz 0 1
C 1.32 -0.51 0.54
C 0.55 -1.18 -0.58
C 2.50 0.31 -0.02
C 2.78 1.51 0.83
C 3.74 -0.54 -0.32
C -1.49 0.43 -0.75
C -0.92 1.83 -0.74
C -1.97 -0.02 0.66
C -2.22 1.09 1.65
C -3.23 -0.99 0.52
C -2.84 -2.26 -0.20
H 2.56 -1.28 2.03
H 1.92 -2.34 0.93
H 0.64 0.06 1.07
H 2.27 0.66 -1.00
H 3.30 1.29 1.79
H 3.49 2.24 0.33
H 1.85 2.04 1.08
H 4.41 0.07 -0.94
H 4.37 -0.77 0.57
H 3.61 -1.39 -0.97
H -0.85 -1.17 -1.99
H -2.31 0.50 -1.46
H -1.13 -0.62 1.13
H -2.72 0.67 2.55
H -1.36 1.64 2.00
H -2.95 1.77 1.22
H -4.06 -0.49 0.06
H -3.57 -1.26 1.50
H -3.51 -3.12 -0.04
H -1.77 -2.54 0.15
H -2.87 -2.16 -1.27
H 0.75 2.81 -0.64
N 1.74 -1.52 1.47
N -0.49 -0.58 -1.24
O 1.05 -2.21 -1.01
O -1.50 2.84 -0.70
O 0.44 1.88 -0.69
*
```

Output
LUMO level: 0.023 Ha
HOMO: -9.03 eV
relative energy (zero: lowest compared OMol25 entry of this formula, charge and spin): 46.18 kcal per mole
structure (SMILES): CC[C@H](C)[C@H](NC(=O)[C@@H](N)C(C)C)C(=O)O

***

# 3
Density functional theory data (the ωB97M-V functional and the def2-TZVPD basis) for 2 unconnected molecules or ions with the total composition C11H22N3O7P at a distorted geometry.

```
! wB97M-V def2-TZVPD RIJCOSX def2/J DEFGRID3
* xyz 0 1
C -2.03 2.23 0.20
C -2.02 0.71 -0.10
C -2.19 -0.16 1.12
C -1.10 -0.01 2.21
C 0.29 0.42 1.73
C 1.14 -0.72 1.18
O 0.67 -1.13 -0.12
C 1.59 -1.80 -0.79
O 2.53 -2.27 -0.28
N 1.42 -1.91 -2.18
C 1.54 -3.30 -2.59
O 2.07 -3.41 -3.93
N 2.83 -2.30 -4.33
O 2.80 -2.17 -5.49
C 0.14 -1.36 -2.70
P 0.25 0.39 -3.24
O -1.08 0.91 -3.37
O 1.14 1.25 -2.23
O 0.92 0.29 -4.69
H -1.02 2.61 0.03
H -2.28 2.48 1.23
H -2.65 2.75 -0.51
H -2.88 0.52 -0.74
H -1.16 0.49 -0.69
H -2.31 -1.21 0.87
H -3.13 0.14 1.58
H -1.44 0.64 3.02
H -0.97 -0.99 2.66
H 0.31 1.28 1.07
H 0.83 0.73 2.63
H 1.13 -1.54 1.88
H 2.16 -0.35 1.12
H 2.20 -3.87 -1.95
H 0.56 -3.76 -2.56
H -0.07 -1.89 -3.63
H -0.73 -1.52 -2.06
H 2.03 0.86 -2.16
H 0.86 1.18 -5.08
C -0.06 2.60 5.88
C -1.06 2.73 4.82
N -1.84 2.83 4.00
H -0.48 2.96 6.82
H 0.23 1.56 5.99
H 0.82 3.19 5.63
*
```

Output
LUMO level: 0.007 Ha
HOMO: -10.10 eV
relative energy (zero: lowest compared OMol25 entry of this formula, charge and spin): 87.37 kcal per mole
structure (SMILES): CCCCCCOC(=O)N(CON=O)CP(=O)(O)O.CC#N

***

| no. | molar mass (g mol⁻¹) |
| --- | --- |
| 1 | 270.48 |
| 2 | 230.31 |
| 3 | 339.28 |